<i>
An isolated molecule of C2H5N3OS2. Source: OMol25; level of theory: ωB97M-V/def2-TZVPD.

Positions of all 13 atoms, in Å:
O (0.300, 2.478, -0.170)
N (-0.427, 1.306, 0.018)
C (0.330, 0.157, 0.053)
C (-0.375, -1.092, 0.451)
N (-1.591, -1.441, 0.266)
S (-2.715, -0.455, -0.555)
N (1.572, 0.254, -0.244)
S (2.531, -1.158, -0.376)
H (1.227, 2.181, -0.204)
H (-1.048, 1.446, 0.841)
H (0.216, -1.818, 0.981)
H (-3.680, -1.362, -0.475)
H (3.661, -0.496, -0.586)

Computed properties:
Multiplicity: 1
E_HOMO (Eh): -0.31517
HOMO-LUMO gap (eV): 8.58
SMILES string: ONC(/C=N\S)=N/S
Lowest unoccupied orbital energy (eV): 0.01

Löwdin population analysis, charges in e, atoms 1 to 6: number 1, O, carries -0.03; number 2, N, carries -0.07; number 3, C, carries -0.48; number 4, C, carries -0.24; number 5, N, carries -0.34; number 6, S, carries 0.75



<ii>
An isolated molecule of C2H5N3OS2. Source: OMol25; level of theory: ωB97M-V/def2-TZVPD.

Positions of all 13 atoms, in Å:
O (1.811, 0.974, 2.378)
N (1.185, 0.654, 1.202)
C (0.022, -0.046, 1.215)
S (-0.724, -0.490, 2.648)
N (-0.478, -0.349, -0.002)
C (-0.236, 0.394, -1.175)
N (-0.617, 0.102, -2.344)
S (-1.396, -1.401, -2.583)
H (1.304, 0.456, 3.051)
H (1.864, 0.429, 0.463)
H (-1.297, -0.936, 0.026)
H (0.307, 1.357, -1.023)
H (-1.745, -1.145, -3.854)

Computed properties:
Multiplicity: 1
E_HOMO (Eh): -0.33166
HOMO-LUMO gap (eV): 9.25
SMILES string: ONC(=S)N/C=N\S
Lowest unoccupied orbital energy (eV): 0.23

Löwdin population analysis, charges in e, atoms 1 to 6: number 1, O, carries -0.05; number 2, N, carries -0.08; number 3, C, carries -0.85; number 4, S, carries 0.66; number 5, N, carries 0.01; number 6, C, carries -0.33



Of them, the most stable is <ii> and the least stable is <i>.



<i>
A cluster of 2 separate species, C2H5IN2S in total. Source: OMol25; level of theory: ωB97M-V/def2-TZVPD.

Positions of all 11 atoms, in Å:
C (1.100, -0.841, -0.928)
C (1.262, -0.386, 0.246)
N (1.135, -0.490, 1.620)
N (1.306, 0.825, 0.949)
H (1.059, -0.217, -1.850)
H (0.673, -1.760, -1.142)
H (0.204, -0.687, 2.019)
H (2.234, 1.225, 1.338)
S (-3.212, 1.475, -1.301)
I (-3.787, -0.464, 0.001)
H (-1.975, 1.319, -0.951)

Computed properties:
Multiplicity: 1
E_HOMO (Eh): -0.33487
HOMO-LUMO gap (eV): 8.21
SMILES string: C=C1NN1.SI
Lowest unoccupied orbital energy (eV): -0.90

Löwdin population analysis, charges in e, atoms 1 to 6: number 1, C, carries 0.04; number 2, C, carries -0.46; number 3, N, carries 0.04; number 4, N, carries 0.04; number 5, H, carries 0.08; number 6, H, carries 0.03



<ii>
A cluster of 2 separate species, C2H5IN2S in total. Source: OMol25; level of theory: ωB97M-V/def2-TZVPD.

Positions of all 11 atoms, in Å:
C (-0.172, 1.123, -1.182)
C (0.855, 0.580, -0.496)
N (0.712, 0.494, 0.877)
I (2.607, -0.337, -1.410)
H (-0.372, 1.055, -2.260)
H (-0.944, 1.616, -0.666)
H (1.414, 0.088, 1.546)
H (-0.073, 1.105, 1.141)
N (-0.921, -2.182, 0.421)
S (-1.618, -1.647, -0.855)
H (0.081, -2.318, 0.227)

Computed properties:
Multiplicity: 1
E_HOMO (spin up / spin down) (Eh): -0.29610 / -0.29617
HOMO-LUMO gap (spin up / spin down) (eV): 7.28 / 7.28
SMILES string: C=C(N)I.N=S
Lowest unoccupied orbital energy (spin up / spin down) (eV): -0.78 / -0.78

Löwdin population analysis, charges in e, atoms 1 to 6: number 1, C, carries -0.16; number 2, C, carries -0.90; number 3, N, carries -0.01; number 4, I, carries 0.75; number 5, H, carries 0.06; number 6, H, carries 0.03



Of them, the most stable is <ii> and the least stable is <i>.



<i>
A cluster of 2 separate species, C2H4N2 in total. Source: OMol25; level of theory: ωB97M-V/def2-TZVPD.

Positions of all 8 atoms, in Å:
C (0.472, -0.003, 0.330)
C (-0.819, -0.092, -0.458)
N (1.817, -0.409, -0.044)
N (1.612, 0.805, 0.087)
H (0.332, -0.392, 1.902)
H (-1.279, 0.793, 0.014)
H (-1.414, -0.963, -0.252)
H (-0.722, 0.261, -1.580)

Computed properties:
Multiplicity: 1
E_HOMO (Eh): -0.37672
HOMO-LUMO gap (eV): 10.70
Lowest unoccupied orbital energy (eV): 0.45

Löwdin population analysis, charges in e, atoms 1 to 6: number 1, C, carries -0.46; number 2, C, carries -0.11; number 3, N, carries 0.08; number 4, N, carries 0.07; number 5, H, carries 0.19; number 6, H, carries 0.06



<ii>
A structure of composition C2H4N2. Source: OMol25; level of theory: ωB97M-V/def2-TZVPD.

Positions of all 8 atoms, in Å:
C (0.677, 0.680, 0.001)
C (0.685, -0.664, -0.104)
N (-0.725, 0.728, -0.192)
N (-0.716, -0.698, -0.304)
H (-1.339, 1.147, 0.497)
H (-1.325, -1.226, 0.312)
H (1.363, 1.500, 0.010)
H (1.380, -1.468, -0.222)

Computed properties:
Multiplicity: 1
E_HOMO (Eh): -0.31026
HOMO-LUMO gap (eV): 9.73
Lowest unoccupied orbital energy (eV): 1.28

Löwdin population analysis, charges in e, atoms 1 to 6: number 1, C, carries -0.14; number 2, C, carries -0.14; number 3, N, carries -0.05; number 4, N, carries -0.05; number 5, H, carries 0.11; number 6, H, carries 0.11



Of them, the most stable is <ii> and the least stable is <i>.



<i>
A structure of composition C31H46Cl2N2O2SeSi4SnTe. Source: OMol25; level of theory: ωB97M-V/def2-TZVPD.

Positions of all 90 atoms, in Å:
Sn (0.531, 0.599, -0.031)
C (-2.039, 2.211, 3.290)
C (-0.850, 1.299, 3.138)
C (-0.981, -0.087, 3.195)
C (0.132, -0.927, 3.144)
C (-0.027, -2.420, 3.257)
C (1.395, -0.352, 3.020)
C (1.558, 1.027, 2.925)
C (2.924, 1.631, 2.726)
C (0.427, 1.838, 2.971)
H (-2.968, 1.648, 3.376)
H (-2.128, 2.901, 2.447)
H (-1.938, 2.817, 4.191)
H (-1.967, -0.522, 3.334)
H (-1.012, -2.742, 2.918)
H (0.080, -2.735, 4.296)
H (0.732, -2.946, 2.678)
H (2.270, -0.993, 3.005)
H (3.103, 1.868, 1.671)
H (3.711, 0.949, 3.042)
H (3.028, 2.560, 3.286)
H (0.546, 2.917, 2.941)
Cl (0.256, -4.656, -5.432)
C (0.496, -3.231, -4.494)
C (1.636, -3.154, -3.654)
C (1.866, -2.067, -2.861)
Cl (3.233, -2.014, -1.816)
C (0.954, -0.971, -2.825)
O (1.138, 0.011, -2.022)
C (-0.161, -1.042, -3.735)
C (-0.997, 0.047, -3.943)
O (-0.917, 1.134, -3.283)
C (-0.375, -2.197, -4.549)
H (2.335, -3.982, -3.642)
H (-1.763, -0.017, -4.721)
H (-1.227, -2.233, -5.217)
Se (-3.130, 0.673, 0.280)
N (-1.659, -0.188, -0.286)
C (-1.908, -1.499, -0.219)
C (-0.998, -2.555, -0.530)
C (-1.434, -3.835, -0.425)
C (-2.766, -4.162, 0.007)
C (-3.650, -3.200, 0.342)
C (-3.241, -1.830, 0.237)
N (-4.022, -0.806, 0.534)
H (0.016, -2.341, -0.835)
H (-0.756, -4.644, -0.664)
H (-3.050, -5.204, 0.069)
H (-4.648, -3.425, 0.693)
C (-0.433, 6.313, -2.127)
Si (0.282, 5.535, -0.615)
C (-0.468, 6.156, 0.947)
C (2.118, 5.478, -0.538)
Si (-0.901, 2.886, -3.378)
Te (-0.647, 3.120, -0.817)
Si (-3.096, 3.578, -3.960)
C (-2.919, 4.912, -5.240)
C (-3.972, 4.189, -2.439)
C (-3.924, 2.055, -4.639)
Si (1.070, 3.186, -4.682)
C (1.067, 4.890, -5.429)
C (2.566, 2.841, -3.641)
C (0.854, 1.903, -6.015)
H (-0.161, 7.373, -2.150)
H (-1.523, 6.249, -2.118)
H (-0.062, 5.851, -3.042)
H (-0.181, 7.205, 1.075)
H (-0.100, 5.604, 1.814)
H (-1.558, 6.104, 0.937)
H (2.487, 6.490, -0.343)
H (2.571, 5.126, -1.464)
H (2.456, 4.838, 0.280)
H (-2.353, 5.765, -4.859)
H (-3.907, 5.278, -5.535)
H (-2.423, 4.547, -6.142)
H (-3.568, 5.144, -2.096)
H (-3.904, 3.478, -1.614)
H (-5.030, 4.343, -2.666)
H (-3.409, 1.660, -5.518)
H (-4.941, 2.313, -4.948)
H (-3.999, 1.263, -3.889)
H (1.281, 5.671, -4.700)
H (0.115, 5.118, -5.914)
H (1.847, 4.949, -6.195)
H (2.888, 3.724, -3.089)
H (3.393, 2.531, -4.285)
H (2.379, 2.033, -2.929)
H (-0.052, 2.062, -6.605)
H (0.841, 0.885, -5.620)
H (1.706, 1.971, -6.697)

Computed properties:
Multiplicity: 1
E_HOMO (Eh): -0.48933
HOMO-LUMO gap (eV): 6.85
Net charge: +2
Lowest unoccupied orbital energy (eV): -6.47

Löwdin population analysis, charges in e, atoms 1 to 6: number 1, Sn, carries 1.16; number 2, C, carries -0.06; number 3, C, carries -0.30; number 4, C, carries -0.03; number 5, C, carries -0.28; number 6, C, carries -0.03



<ii>
A structure of composition C31H46Cl2N2O2SeSi4SnTe. Source: OMol25; level of theory: ωB97M-V/def2-TZVPD.

Positions of all 90 atoms, in Å:
Sn (0.003, 0.034, 0.781)
C (2.552, -3.753, 1.815)
C (1.369, -3.003, 2.360)
C (0.073, -3.423, 2.070)
C (-1.039, -2.778, 2.604)
C (-2.432, -3.291, 2.362)
C (-0.828, -1.677, 3.438)
C (0.455, -1.250, 3.767)
C (0.654, -0.108, 4.727)
C (1.545, -1.910, 3.208)
H (3.386, -3.085, 1.597)
H (2.295, -4.301, 0.908)
H (2.906, -4.482, 2.546)
H (-0.074, -4.288, 1.432)
H (-2.817, -3.768, 3.265)
H (-2.451, -4.032, 1.565)
H (-3.122, -2.484, 2.107)
H (-1.685, -1.181, 3.883)
H (0.630, -0.469, 5.757)
H (-0.131, 0.643, 4.620)
H (1.619, 0.376, 4.573)
H (2.550, -1.587, 3.457)
Cl (-3.761, 3.700, -4.639)
C (-3.102, 2.924, -3.251)
C (-3.798, 2.973, -2.041)
C (-3.273, 2.334, -0.944)
Cl (-4.047, 2.465, 0.625)
C (-2.085, 1.587, -0.975)
O (-1.713, 0.967, 0.103)
C (-1.340, 1.668, -2.171)
C (0.039, 1.246, -2.222)
O (0.706, 0.831, -1.268)
C (-1.872, 2.307, -3.303)
H (-4.730, 3.520, -1.974)
H (0.550, 1.367, -3.186)
H (-1.295, 2.337, -4.219)
Se (2.320, -1.962, -1.426)
N (0.645, -1.858, -0.783)
C (-0.015, -2.921, -1.215)
C (-1.393, -3.202, -0.965)
C (-1.920, -4.340, -1.474)
C (-1.140, -5.268, -2.248)
C (0.164, -5.039, -2.519)
C (0.767, -3.843, -2.009)
N (2.024, -3.503, -2.217)
H (-1.991, -2.509, -0.386)
H (-2.964, -4.569, -1.301)
H (-1.620, -6.162, -2.621)
H (0.764, -5.719, -3.106)
C (-2.720, 7.441, 2.007)
Si (-3.139, 5.967, 0.942)
C (-2.044, 5.848, -0.565)
C (-4.959, 5.978, 0.530)
Si (-2.710, 3.964, 2.179)
Te (-0.351, 3.170, 1.940)
Si (0.683, 4.878, 3.585)
C (-0.714, 5.584, 4.594)
C (1.509, 6.143, 2.508)
C (1.869, 3.892, 4.612)
Si (-3.936, 3.179, 4.084)
C (-4.579, 4.779, 4.801)
C (-5.321, 2.053, 3.542)
C (-2.764, 2.284, 5.223)
H (-3.126, 8.331, 1.518)
H (-1.646, 7.594, 2.120)
H (-3.177, 7.384, 2.997)
H (-2.326, 6.619, -1.287)
H (-2.130, 4.881, -1.063)
H (-0.995, 5.996, -0.304)
H (-5.147, 6.818, -0.145)
H (-5.571, 6.135, 1.420)
H (-5.305, 5.073, 0.033)
H (-1.413, 6.158, 3.983)
H (-0.302, 6.274, 5.338)
H (-1.260, 4.812, 5.139)
H (0.780, 6.737, 1.955)
H (2.178, 5.671, 1.787)
H (2.104, 6.823, 3.123)
H (1.362, 3.122, 5.196)
H (2.371, 4.571, 5.309)
H (2.639, 3.418, 4.003)
H (-5.180, 5.336, 4.078)
H (-3.769, 5.425, 5.143)
H (-5.216, 4.571, 5.664)
H (-6.065, 2.567, 2.931)
H (-5.830, 1.693, 4.440)
H (-4.962, 1.180, 2.997)
H (-1.805, 2.790, 5.353)
H (-2.564, 1.272, 4.865)
H (-3.231, 2.203, 6.208)

Computed properties:
Multiplicity: 1
E_HOMO (Eh): -0.48298
HOMO-LUMO gap (eV): 7.18
Net charge: +2
Lowest unoccupied orbital energy (eV): -5.96

Löwdin population analysis, charges in e, atoms 1 to 6: number 1, Sn, carries 1.34; number 2, C, carries -0.04; number 3, C, carries -0.27; number 4, C, carries -0.03; number 5, C, carries -0.29; number 6, C, carries -0.04



Of them, the most stable is <i> and the least stable is <ii>.